# 1
{"formula": "C2H3N2S", "method": "ωB97M-V with the def2-TZVPD basis set", "elements": ["N", "H", "C", "N", "C", "H", "S", "H"], "positions_angstrom": [[0.838, 0.963, 0.242], [-1.082, -2.058, 0.073], [-0.157, -1.624, -0.075], [2.263, -1.087, -0.003], [1.070, -1.512, -0.041], [0.351, 1.903, 0.101], [2.411, 0.471, -0.073], [0.014, 0.367, 0.120]], "forces_ev_per_a": [[-0.16, 2.40, -0.90], [-1.63, -0.64, -0.09], [2.85, -0.18, 0.37], [2.25, 1.63, -0.87], [-3.49, -1.44, 0.11], [2.30, -0.78, 0.19], [-3.08, 0.03, 1.18], [0.95, -1.02, 0.01]], "lowdin_charge": [-0.209, 0.065, 0.251, -0.226, -0.277, 0.144, 1.223, 0.029], "charge": 1, "homo_energy_ha": [-0.5690, -0.5691], "max_force_ha_per_bohr": 0.0734, "energy_ev": -15925.9580}

# 2
{"formula": "C4H6N2S", "method": "ωB97M-V with the def2-TZVPD basis set", "elements": ["S", "H", "C", "N", "C", "H", "H", "H", "C", "H", "H", "C", "N"], "positions_angstrom": [[-2.829, 0.168, 0.162], [3.043, -1.470, 0.706], [-1.163, 0.432, -0.197], [1.599, 1.540, -0.050], [-0.360, -0.894, -0.294], [3.479, 0.805, -0.061], [-0.639, 1.319, -0.241], [1.006, -2.441, 0.041], [0.922, -1.350, -0.163], [1.915, 2.555, -0.327], [-1.164, -1.561, -0.509], [2.471, 0.628, 0.106], [2.173, -0.796, 0.205]], "forces_ev_per_a": [[3.13, 1.16, -0.85], [-3.91, 2.73, -2.32], [-2.08, -4.68, 1.05], [0.09, 1.16, -0.43], [-0.34, 2.48, -0.38], [2.22, 0.15, 0.26], [0.62, 1.98, -0.06], [-0.26, 0.68, -0.89], [0.04, -0.88, 2.25], [-0.10, -2.94, 0.94], [0.31, -1.39, 0.03], [-1.96, -1.04, -0.78], [2.23, 0.58, 1.17]], "lowdin_charge": [0.567, 0.240, -0.541, 0.075, -0.184, 0.078, -0.029, 0.113, -0.153, 0.114, 0.028, -0.275, -0.033], "homo_energy_ha": -0.3040, "max_force_ha_per_bohr": 0.1031, "energy_ev": -18057.1527}

# 3
{"formula": "C4H10O3", "method": "ωB97M-V with the def2-TZVPD basis set", "elements": ["O", "O", "H", "C", "H", "H", "H", "C", "C", "H", "H", "H", "H", "H", "O", "H", "C"], "positions_angstrom": [[1.902, 1.403, -0.141], [-1.009, 0.412, -1.834], [-1.262, 1.719, 0.492], [0.405, -1.189, -0.794], [2.746, 1.862, -0.270], [-1.766, -1.293, -1.153], [1.440, 2.048, 0.413], [0.533, -1.690, 0.589], [-0.816, -0.758, -1.261], [1.136, -2.590, 0.631], [-0.178, -1.710, 2.538], [-1.201, 3.191, 0.908], [-1.510, -1.467, 1.288], [-0.172, 0.909, -1.793], [-0.779, 2.539, 0.340], [0.986, -1.822, -1.464], [-0.455, -1.563, 1.510]], "forces_ev_per_a": [[0.49, 0.83, 0.15], [0.05, -0.12, -1.15], [0.05, -0.01, 0.02], [0.05, -1.82, 0.72], [-0.07, -0.40, -0.18], [-0.12, 0.47, 0.77], [-0.46, -0.30, -0.09], [-2.96, -1.30, -1.97], [-0.23, 0.09, 0.51], [1.48, 0.92, 0.93], [-0.33, -0.82, 0.36], [0.00, -0.06, -0.04], [0.03, 1.31, -0.08], [0.13, -0.08, 0.02], [0.00, 0.10, 0.10], [0.86, 1.47, -0.59], [1.03, -0.27, 0.53]], "lowdin_charge": [-0.071, 0.078, 0.038, -0.171, 0.042, 0.132, 0.016, -0.210, -0.196, 0.097, 0.029, 0.049, 0.044, 0.114, -0.049, 0.105, -0.046], "homo_energy_ha": -0.2504, "max_force_ha_per_bohr": 0.0737, "energy_ev": -10448.0779}

# 4
{"formula": "C6H7IOS", "method": "ωB97M-V with the def2-TZVPD basis set", "elements": ["C", "H", "I", "C", "O", "C", "H", "C", "C", "H", "H", "H", "C", "H", "H", "S"], "positions_angstrom": [[-1.203, 0.002, 2.364], [-0.206, -1.616, -1.293], [-1.412, 1.195, -2.593], [0.758, -1.220, -1.120], [1.628, -1.477, -2.178], [-0.035, 0.692, 0.433], [0.641, 2.772, 1.070], [0.029, 1.800, 1.195], [0.559, 0.272, -0.886], [-0.854, -1.280, 0.674], [1.308, 0.945, -1.142], [1.212, -1.546, -0.212], [-0.766, -0.314, 1.143], [1.304, -1.364, -3.100], [-2.030, -0.549, 3.006], [-0.933, 1.687, 2.640]], "forces_ev_per_a": [[-3.10, -0.26, 1.49], [-1.11, -1.09, 0.01], [-0.79, 0.37, -0.47], [0.04, 2.65, -1.00], [0.96, -0.46, -1.17], [0.37, -2.61, -2.30], [-1.24, -1.83, -0.08], [0.75, 3.82, 0.85], [-0.24, 0.01, 3.85], [-0.41, -0.23, 0.31], [1.36, 0.89, -1.21], [0.36, -1.01, 0.49], [0.12, -1.32, -0.65], [-0.30, 0.11, 1.44], [2.26, 1.08, -1.37], [0.97, -0.10, -0.19]], "lowdin_charge": [-0.410, 0.086, 0.412, -0.325, -0.069, -0.403, 0.111, -0.374, -0.297, 0.101, 0.064, 0.120, -0.203, 0.109, 0.121, 0.957], "homo_energy_ha": [-0.2594, -0.3432], "max_force_ha_per_bohr": 0.0775, "multiplicity": 3, "energy_ev": -27314.9240, "s2": 2.02}

# 5
{"formula": "C29H31GeSn", "method": "ωB97M-V with the def2-TZVPD basis set", "elements": ["C", "C", "C", "H", "C", "C", "Ge", "C", "H", "C", "H", "H", "H", "H", "C", "H", "C", "C", "H", "H", "H", "H", "C", "H", "H", "C", "H", "H", "C", "H", "H", "C", "H", "C", "C", "H", "C", "H", "H", "H", "H", "H", "H", "H", "C", "C", "C", "C", "C", "H", "H", "C", "C", "Sn", "C", "H", "C", "C", "H", "H", "C", "C"], "positions_angstrom": [[-1.483, 1.780, -4.861], [2.716, -1.657, -2.800], [2.085, 2.106, 3.525], [-0.994, 0.869, -5.209], [3.370, -1.025, -1.754], [-2.195, 2.280, -1.220], [0.398, -1.132, 1.322], [-3.880, 2.875, -3.046], [-0.233, 2.182, 0.842], [1.428, -1.308, -0.348], [-0.900, 2.621, -5.247], [-0.025, 0.893, 5.878], [2.355, -2.807, 2.794], [1.035, 1.487, -0.181], [0.306, -2.918, 2.145], [0.895, 0.279, -3.738], [-1.509, 1.826, -3.377], [0.935, 0.150, 2.710], [4.384, -0.670, -1.888], [-1.991, -0.156, 1.437], [2.365, -5.075, 3.753], [-2.463, 2.627, 0.888], [0.790, -1.964, -1.402], [-2.999, 3.947, -0.152], [1.375, 1.965, -3.599], [-0.798, 1.847, -1.215], [1.606, 0.859, -2.236], [0.318, -6.462, 3.677], [0.315, -5.470, 3.245], [-0.420, -0.772, 4.099], [3.255, -0.375, 0.288], [0.495, 0.981, 4.933], [1.560, 2.754, 5.499], [-2.947, 2.859, -0.059], [1.394, 2.017, 4.724], [-3.752, 3.952, -3.192], [2.730, -0.853, -0.531], [-4.167, 2.450, -4.006], [-2.477, 1.833, -5.298], [-3.972, 2.489, -0.024], [0.585, 3.179, -0.370], [-1.743, -3.321, 1.630], [2.410, 1.245, 1.590], [0.933, -2.678, -3.424], [1.856, 1.176, 2.520], [1.464, -4.691, 3.293], [1.458, -3.416, 2.746], [-2.604, 2.301, -2.540], [0.269, 0.050, 3.929], [2.807, 2.898, 3.370], [3.216, -1.783, -3.752], [-0.426, 1.505, -2.562], [0.194, 2.178, -0.159], [-2.022, -0.371, -1.394], [-0.841, -3.703, 2.095], [-4.696, 2.737, -2.338], [-1.371, -0.604, 0.655], [1.426, -2.141, -2.623], [-0.191, -2.410, -1.242], [-1.731, -5.583, 2.603], [0.937, 1.126, -3.052], [-0.834, -4.977, 2.647]], "forces_ev_per_a": [[-0.10, -0.06, 0.08], [0.04, -0.09, -0.02], [0.09, 0.05, -0.08], [0.01, 0.01, -0.02], [0.09, -0.03, 0.01], [-0.21, -0.09, -0.04], [-0.09, -0.46, 0.15], [0.03, -0.05, -0.04], [0.02, 0.00, -0.02], [-0.04, 0.24, 0.38], [-0.01, 0.00, -0.01], [-0.01, 0.01, -0.01], [0.01, -0.03, 0.02], [0.00, 0.03, -0.01], [-0.07, 0.55, -0.29], [-0.01, 0.07, 0.04], [-0.05, 0.18, -0.20], [0.06, -0.18, -0.49], [-0.01, 0.00, 0.00], [-0.10, -0.01, -0.12], [-0.02, -0.02, 0.02], [-0.04, -0.02, 0.01], [0.08, 0.02, -0.03], [0.01, -0.01, 0.04], [0.06, -0.01, 0.03], [0.56, 0.49, -0.30], [-0.06, 0.01, -0.05], [0.00, 0.00, -0.02], [0.02, -0.04, 0.02], [-0.02, 0.04, 0.04], [0.05, 0.00, -0.05], [0.01, 0.02, 0.02], [0.03, -0.03, 0.01], [0.11, -0.04, -0.04], [-0.04, -0.01, 0.03], [-0.05, -0.01, -0.01], [-0.03, -0.05, 0.00], [-0.05, -0.02, 0.02], [0.00, 0.01, 0.00], [0.00, 0.01, 0.03], [0.01, 0.01, 0.03], [-0.01, -0.02, 0.01], [-0.01, 0.09, 0.04], [-0.03, 0.02, -0.01], [0.02, -0.07, 0.11], [0.05, 0.06, -0.01], [-0.03, -0.07, 0.04], [-0.12, 0.07, 0.04], [0.00, -0.05, -0.01], [-0.01, 0.00, 0.02], [0.01, -0.03, 0.01], [0.07, -0.31, 0.48], [-0.12, -0.14, 0.05], [-0.02, -0.27, 0.11], [0.08, -0.04, 0.04], [0.00, 0.00, 0.00], [0.02, 0.28, -0.04], [0.06, -0.09, 0.03], [0.03, -0.08, -0.03], [0.03, -0.02, 0.04], [-0.14, 0.16, -0.03], [-0.12, 0.00, -0.05]], "lowdin_charge": [0.005, -0.086, -0.076, 0.095, -0.074, -0.325, 0.919, -0.003, 0.082, -0.284, 0.112, 0.109, 0.105, 0.057, -0.288, 0.080, -0.225, -0.285, 0.114, -0.024, 0.108, 0.078, -0.176, 0.102, 0.106, -0.302, 0.061, 0.108, -0.078, 0.105, 0.098, -0.072, 0.108, -0.018, -0.075, 0.111, -0.106, 0.082, 0.082, 0.089, 0.123, 0.090, 0.081, 0.116, -0.129, -0.075, -0.106, -0.245, -0.107, 0.108, 0.114, -0.300, -0.016, 1.307, -0.111, 0.089, -0.348, -0.085, 0.063, 0.106, -0.014, -0.081], "charge": 1, "homo_energy_ha": [-0.4191, -0.4173], "max_force_ha_per_bohr": 0.0156, "energy_ev": -92914.3626}

# 6
{"formula": "C12H18Cl4N2NdO7", "method": "ωB97M-V with the def2-TZVPD basis set", "elements": ["C", "H", "C", "C", "H", "Cl", "H", "H", "H", "Cl", "H", "N", "C", "Nd", "C", "H", "O", "O", "C", "H", "H", "O", "C", "C", "O", "O", "H", "N", "C", "H", "O", "C", "H", "H", "C", "H", "C", "H", "H", "Cl", "H", "O", "Cl", "H"], "positions_angstrom": [[-0.214, -3.788, -1.795], [-1.492, 0.358, 2.758], [-1.667, -4.266, 0.138], [3.122, 3.287, -1.629], [-0.625, -3.643, -2.868], [4.220, 2.729, -2.832], [4.886, -3.013, -0.082], [-3.384, 3.252, -0.023], [0.292, 3.887, 1.110], [3.708, 2.845, 0.174], [3.226, 4.399, -1.564], [-1.200, -3.266, -0.822], [-2.156, -1.222, 0.102], [0.942, 0.219, -0.406], [-1.070, 1.806, 1.322], [-3.689, 2.680, 1.629], [0.229, 1.694, 1.236], [1.535, 1.648, -1.990], [-1.272, -1.932, -0.829], [-0.813, 4.633, -0.021], [-0.964, 4.938, 1.698], [2.100, -1.438, 1.012], [1.633, 2.889, -1.817], [3.067, -1.568, 0.245], [-1.277, -0.590, 1.059], [-0.525, -1.200, -1.560], [-2.722, -0.485, -0.487], [-1.637, 2.976, 1.173], [-3.041, 3.342, 1.006], [-2.980, -1.829, 0.577], [3.143, -0.857, -0.846], [3.949, -2.905, 0.488], [-0.143, -4.909, -1.644], [-3.253, 4.330, 1.385], [-0.758, 4.176, 0.959], [-0.789, -4.787, 0.538], [-1.788, 0.545, 1.736], [-2.107, -3.735, 1.019], [-2.824, 0.682, 1.569], [4.409, -3.210, 2.181], [0.728, -3.221, -1.740], [0.837, 3.818, -1.785], [2.706, -4.194, -0.140], [-2.342, -5.075, -0.234]], "forces_ev_per_a": [[-0.93, -0.98, -2.02], [-0.46, 0.35, 0.58], [-0.59, 0.39, 1.69], [0.66, 2.25, 1.68], [0.62, -0.15, 1.72], [0.08, -0.46, -0.07], [-0.85, 0.21, -0.11], [0.29, 0.13, -0.11], [-0.53, 0.03, -0.14], [-0.91, -0.19, -1.65], [-0.28, -1.13, -0.14], [1.16, 0.58, -1.44], [-2.10, 0.58, 1.14], [1.86, -0.68, -0.18], [2.53, 0.17, 0.21], [0.44, 0.33, -0.50], [-2.22, -0.11, -0.19], [-1.69, -1.77, 0.09], [0.56, -1.53, 0.03], [-0.46, -0.41, -0.34], [-0.50, -0.02, 0.31], [-0.61, 0.63, 0.92], [1.88, 2.86, 0.18], [0.29, -0.60, -2.40], [-0.06, -0.25, -1.19], [-0.58, -0.75, 0.55], [0.35, 0.13, 0.04], [0.55, 1.94, -0.77], [-1.36, -1.83, 1.10], [1.21, 0.32, -0.10], [0.20, -1.35, 2.27], [-0.78, 0.39, -0.38], [0.34, 1.53, -0.07], [0.42, 0.32, -0.06], [1.35, -0.54, 0.50], [0.00, 0.24, -0.19], [0.56, 0.21, -0.14], [0.07, -0.66, -0.83], [-1.21, -0.31, 0.25], [-0.56, 0.30, -0.78], [-0.33, -0.67, 0.15], [-0.17, -1.46, 0.02], [1.41, 0.85, 0.58], [0.32, 1.12, -0.22]], "lowdin_charge": [-0.039, 0.163, -0.008, -0.911, 0.136, 0.683, 0.070, 0.109, 0.093, 0.464, 0.072, -0.085, -0.092, 2.086, -0.360, 0.105, -0.185, -0.232, -0.414, 0.096, 0.101, -0.163, -0.774, -0.727, -0.163, -0.135, 0.153, -0.067, -0.004, 0.156, -0.154, -0.845, 0.114, 0.099, 0.016, 0.100, -0.073, 0.103, 0.117, 0.610, 0.052, 0.063, 0.549, 0.120], "charge": 1, "homo_energy_ha": [-0.4567, -0.4567], "max_force_ha_per_bohr": 0.0666, "multiplicity": 4, "energy_ev": -95412.3851, "s2": 3.75}

# 7
{"formula": "C5H14", "method": "ωB97M-V with the def2-TZVPD basis set", "elements": ["H", "H", "H", "H", "C", "H", "C", "C", "H", "C", "H", "H", "H", "H", "H", "H", "C", "H", "H"], "positions_angstrom": [[-0.571, -0.941, -1.522], [0.911, 3.061, 1.709], [1.705, -2.431, -0.284], [0.015, 1.586, -0.595], [1.240, -1.567, -0.765], [1.084, 1.384, 1.330], [-0.241, -1.835, -0.959], [0.359, 2.210, 1.313], [-1.662, -0.907, 0.545], [-0.185, 2.537, -0.090], [-2.158, -2.369, 0.058], [-0.764, -2.224, 1.142], [1.405, -0.793, -0.004], [-0.465, -2.657, -1.640], [-1.221, 2.850, -0.219], [-0.394, 1.811, 1.991], [-1.204, -1.835, 0.215], [0.361, 3.318, -0.604], [1.785, -1.197, -1.622]], "forces_ev_per_a": [[-0.04, -0.32, -0.31], [-0.32, 0.09, 0.54], [0.39, -0.15, -0.40], [-0.53, 0.34, -0.72], [0.04, -0.42, 2.07], [0.06, 0.18, -0.56], [-1.05, 1.93, -1.49], [0.18, 0.27, 0.12], [0.73, 0.91, -0.35], [0.58, -1.06, -0.02], [0.55, -0.56, -0.39], [0.00, -0.25, -0.22], [-0.36, 0.11, -0.14], [0.30, -0.22, 0.18], [-0.18, -0.37, 0.53], [-0.29, 0.52, 0.14], [-0.51, -0.76, 1.58], [0.52, 0.07, -0.01], [-0.07, -0.29, -0.56]], "lowdin_charge": [0.078, 0.030, 0.025, 0.034, -0.319, 0.019, -0.392, -0.318, 0.032, -0.266, 0.046, 0.042, 0.030, 0.078, 0.038, 0.031, -0.238, 0.030, 0.018], "charge": -1, "homo_energy_ha": [0.0558, -0.2671], "max_force_ha_per_bohr": 0.0516, "multiplicity": 2, "energy_ev": -5409.7817, "s2": 0.75}

# 8
{"formula": "C4H5NO2", "method": "ωB97M-V with the def2-TZVPD basis set", "elements": ["N", "H", "C", "C", "H", "O", "C", "H", "C", "H", "H", "O"], "positions_angstrom": [[0.403, 0.961, -0.069], [1.434, -1.085, 1.599], [0.080, -0.373, 0.092], [-1.207, -0.522, -0.293], [1.929, -1.459, -0.055], [-1.715, 0.727, -0.701], [-0.682, 1.525, -0.524], [-1.891, -1.355, -0.336], [1.061, -1.379, 0.610], [0.600, -2.368, 0.696], [0.502, 2.529, -0.318], [-0.535, 2.811, -0.712]], "forces_ev_per_a": [[-0.03, -0.91, 0.16], [-0.13, 0.00, -0.21], [-0.30, -0.41, -0.02], [0.01, -0.38, 0.10], [-0.21, 0.07, 0.09], [0.20, 0.22, 0.02], [0.63, -0.83, 0.38], [0.06, 0.18, -0.04], [-0.09, -0.04, -0.02], [0.06, 0.19, -0.03], [-2.02, 2.37, -1.11], [1.83, -0.46, 0.68]], "lowdin_charge": [0.127, 0.083, -0.318, -0.027, 0.083, 0.123, -0.553, 0.122, -0.030, 0.079, 0.223, 0.089], "homo_energy_ha": -0.3226, "max_force_ha_per_bohr": 0.0642, "energy_ev": -9812.5763}